# 1
Density functional theory data (the ωB97M-V functional and the def2-TZVPD basis) for an isolated molecule of C21H25FN4O4S.

```
56
Properties=species:S:1:pos:R:3:forces:R:3
O 0.25430 5.21307 -0.04840 0.1 0.3 0.1
C 0.10196 4.12331 -0.56391 0.1 0.1 -0.5
C 0.58429 3.86922 -1.98480 -0.1 0.0 -0.1
C -0.06117 2.74157 -2.79637 0.3 0.2 -0.1
N 0.39490 1.42622 -2.40591 -0.5 0.2 0.2
C 1.53953 0.88198 -2.87134 0.2 -0.7 0.2
O 2.22746 1.38746 -3.73100 0.3 0.3 -0.3
C 1.88953 -0.44541 -2.18426 -0.1 0.2 -0.1
C 2.20895 -0.13614 -0.70893 0.1 -0.2 0.1
C 2.14616 -1.36719 0.18972 0.4 0.6 0.3
N 0.89880 -2.08863 -0.00217 -0.9 0.1 0.5
S -0.43267 -1.27329 0.60022 -0.2 -0.8 0.1
O -0.84747 -0.14019 -0.20551 -0.2 -0.2 -0.1
O -0.17377 -1.00569 1.97868 0.2 -0.2 0.1
C -1.69120 -2.54064 0.48134 0.5 0.5 -0.1
C -1.54080 -3.66595 1.27192 0.0 -0.1 0.0
C -2.49069 -4.66977 1.21584 -0.1 0.0 -0.1
C -3.57271 -4.50996 0.36310 0.1 0.2 0.0
F -4.49667 -5.48151 0.30195 0.1 0.1 0.0
C -3.73549 -3.38366 -0.42701 0.0 -0.2 0.1
C -2.77626 -2.38725 -0.36109 0.0 0.1 0.0
C 0.77377 -2.58153 -1.35870 -0.3 -0.1 -0.7
C 0.74681 -1.45565 -2.39069 0.1 -0.2 0.1
N -0.48541 3.09810 0.09306 -0.3 -0.4 0.2
C -0.82420 3.19910 1.49495 -0.1 0.2 0.1
C 0.00433 2.27577 2.34614 0.0 -0.1 0.1
C -0.51730 1.66999 3.48195 0.2 0.1 -0.1
C 0.28572 0.82550 4.22664 0.0 0.1 0.0
C 1.58069 0.59653 3.79104 -0.1 -0.1 0.3
N 2.09419 1.16860 2.71616 0.5 -0.1 -0.1
C 1.32791 1.99396 2.02635 -0.3 0.2 -0.1
H 0.46061 4.81234 -2.52044 0.0 0.0 0.1
H 1.66045 3.68082 -1.92808 0.0 0.0 0.0
H 0.22568 2.87766 -3.84342 -0.2 0.0 0.1
H -1.14973 2.77682 -2.71542 0.0 0.0 -0.1
H -0.10785 0.93777 -1.67730 0.1 -0.1 -0.2
H 2.79301 -0.83701 -2.66132 -0.1 0.1 0.0
H 3.20138 0.31162 -0.64483 0.0 0.1 0.0
H 1.49678 0.58503 -0.30895 0.1 0.1 0.0
H 2.96338 -2.06259 -0.01954 -0.1 0.0 0.1
H 2.19033 -1.06323 1.23671 0.2 0.0 -0.1
H -0.68424 -3.73228 1.92238 0.1 -0.1 0.1
H -2.40952 -5.56165 1.81625 0.0 -0.1 0.1
H -4.59573 -3.29947 -1.07159 -0.1 0.0 -0.1
H -2.86071 -1.48821 -0.95073 -0.1 0.1 -0.1
H 1.62455 -3.24669 -1.53362 -0.1 0.0 0.1
H -0.14317 -3.17328 -1.41854 0.2 -0.1 -0.1
H 0.82618 -1.88021 -3.39308 0.0 0.0 0.0
H -0.22051 -0.96000 -2.32010 0.1 -0.1 -0.1
H -0.56831 2.17719 -0.30581 0.1 0.1 -0.1
H -1.88821 2.97904 1.63596 0.1 0.1 0.1
H -0.63864 4.24196 1.77914 -0.1 -0.2 -0.1
H -1.54149 1.85684 3.77416 -0.1 0.0 0.0
H -0.09042 0.34006 5.11332 0.0 -0.1 0.1
H 2.24217 -0.07402 4.32382 0.0 -0.1 0.1
H 1.80051 2.46357 1.17207 -0.1 0.1 -0.1
```
Forces are in eV/Å.

Computed properties:
calculated total energy: -49886.8848 eV
gap between HOMO and LUMO: 9.3 eV
largest force on an atom: 1.02 eV/A
energy relative to the best compared isomer or geometry (same formula, charge and spin): 0.00 kcal/mol
SMILES: O=C(CCNC(=O)C1CCN(S(=O)(=O)c2ccc(F)cc2)CC1)NCc1cccnc1
HOMO: -9.117 eV

---

# 2
Density functional theory data (the ωB97M-V functional and the def2-TZVPD basis) for a cluster of 2 separate species, C9H18BBr2F7NO5P2S2 in total.

```
47
Properties=species:S:1:pos:R:3:forces:R:3
C -2.31771 3.09950 -1.49859 -0.5 -0.1 0.3
N -2.02100 1.65987 -1.50263 1.2 0.1 -0.4
C -1.83031 1.12723 -2.85417 -0.3 0.3 0.0
B -1.14094 1.22174 -0.46055 -0.6 0.2 0.5
O -1.30188 1.76779 0.81438 0.3 0.1 -0.2
P 0.28618 -0.13015 -0.72209 -0.4 -1.2 -0.6
S 1.66344 1.72400 -0.26488 0.0 0.5 0.6
O 2.25857 1.75264 1.05920 0.2 0.0 -0.1
O 0.95516 2.94530 -0.67552 0.1 -0.1 -0.3
C 3.17544 1.64511 -1.40986 0.2 -0.1 0.2
F 2.80033 1.29841 -2.66545 0.1 0.1 0.1
F 3.95682 0.64622 -0.92131 -0.1 0.2 -0.2
C 4.06287 2.92417 -1.47679 0.1 0.0 0.0
F 5.34426 2.54965 -1.75061 -0.2 0.1 0.0
F 4.05860 3.55797 -0.28624 0.0 -0.1 -0.3
C 3.70526 3.97451 -2.56792 0.0 0.1 0.0
F 4.61313 4.96819 -2.50314 -0.1 -0.1 0.0
F 2.50241 4.50275 -2.38978 0.1 -0.1 0.0
F 3.77527 3.45070 -3.79557 0.0 0.0 0.1
O -0.72059 -1.47962 -1.09662 0.2 0.3 -0.1
C -1.29062 -2.01985 0.06577 -0.5 0.2 0.7
C -0.21433 -1.86966 1.14589 0.1 -0.2 -0.3
P 1.02639 -3.24634 0.91946 -0.4 -0.6 0.1
S 0.24696 -5.05640 1.02367 0.0 0.2 0.0
O 0.25958 -0.57617 0.98646 0.3 -0.2 0.2
H -1.44754 3.70164 -1.21719 0.0 0.0 -0.1
H -3.12516 3.32455 -0.79420 0.1 0.0 0.0
H -2.64550 3.40860 -2.49236 0.0 0.0 0.0
H -2.65181 1.47431 -3.49206 0.0 -0.1 0.1
H -1.84951 0.03916 -2.83529 0.1 0.0 0.0
H -0.90025 1.47781 -3.31658 0.0 -0.1 0.0
H -1.06864 2.70147 0.84435 -0.1 0.0 0.0
H 0.50952 0.24202 -2.10281 -0.2 0.0 0.0
H 1.51123 -0.88184 -0.81606 0.0 0.3 0.2
H -1.67073 -3.03180 -0.08252 0.4 0.0 -0.2
H -2.14358 -1.41940 0.43142 0.1 0.0 -0.2
H -0.56570 -2.03218 2.16975 -0.2 0.1 -0.2
H 1.69683 -3.03923 -0.28851 0.2 0.2 0.1
H 2.01285 -3.08183 1.90518 0.1 0.4 -0.1
Br -3.52013 -3.75521 2.33381 0.0 0.0 0.0
C -3.02526 -4.71726 3.94463 -0.1 0.0 -0.1
C -2.50010 -3.78690 5.00686 0.1 0.0 0.0
Br -0.68865 -3.20947 4.62076 0.0 0.0 0.2
H -2.29228 -5.46362 3.65235 0.0 0.0 0.0
H -3.93607 -5.20325 4.28844 0.0 0.0 0.0
H -2.44616 -4.29368 5.96812 0.0 0.0 0.0
H -3.10661 -2.89142 5.09878 0.0 0.0 0.0
```
Forces are in eV/Å.

Computed properties:
calculated total energy: -221387.1364 eV
gap between HOMO and LUMO: 7.4 eV
largest force on an atom: 1.41 eV/A
energy relative to the best compared isomer or geometry (same formula, charge and spin): 0.00 kcal/mol
charge: -1
HOMO: -5.202 eV

---

# 3
Density functional theory data (the ωB97M-V functional and the def2-TZVPD basis) for an isolated molecule of C9H16BrOP.

```
28
Properties=species:S:1:pos:R:3:forces:R:3
C 3.15964 -2.62021 -0.23443 1.3 -0.9 0.3
C 1.68791 -2.11174 -0.25273 0.7 -2.8 1.4
P 1.59553 -0.63736 0.80673 -1.8 0.0 1.0
Br 3.12405 0.77264 -0.11166 0.0 -0.2 0.2
C -0.16401 0.18722 0.31169 1.7 -1.9 0.1
C 0.09438 0.87911 -1.11348 -4.0 0.1 2.4
C -0.73377 2.19067 -0.96095 0.0 1.1 -0.4
C -1.50720 1.95501 0.40593 -1.2 1.2 -1.8
C -2.52257 0.83327 0.15939 1.4 -0.3 0.2
C -1.57372 -0.53154 0.16793 -3.2 -0.1 -1.2
O -2.39904 -1.50255 1.00435 2.8 1.0 -0.9
C -0.49357 1.31195 1.27614 0.7 0.8 1.9
H 3.87108 -1.92693 -0.71133 -0.6 -0.2 -0.3
H 3.47712 -2.55342 0.79760 0.2 -0.2 0.6
H 3.51016 -3.69262 -0.52949 -1.5 1.8 0.1
H 1.02397 -2.96903 0.21755 1.0 1.9 -0.7
H 1.39808 -1.96852 -1.23781 -0.9 0.4 -1.9
H -0.33162 0.31340 -1.93912 0.4 -0.3 0.1
H 1.08814 1.03278 -1.16640 2.8 0.5 -0.9
H -0.14834 3.21249 -0.80767 -0.9 -2.3 -0.9
H -1.34252 2.13985 -1.95123 0.4 1.2 2.1
H -1.86865 2.91990 0.82436 -0.3 -0.7 -0.4
H -3.04237 0.97297 -0.77400 -0.3 -0.2 -0.3
H -3.25314 0.87371 0.96977 0.0 -0.7 0.0
H -1.67830 -1.14043 -0.76222 0.6 1.1 0.3
H -2.40800 -1.06903 1.84029 -0.4 0.2 1.4
H 0.29717 2.07147 1.38665 0.3 -0.6 0.2
H -0.86039 1.05692 2.38414 0.7 0.1 -2.5
```
Forces are in eV/Å.

Computed properties:
calculated total energy: -90969.0738 eV
gap between HOMO and LUMO: 9.2 eV
largest force on an atom: 4.69 eV/A
energy relative to the best compared isomer or geometry (same formula, charge and spin): 55.76 kcal/mol
SMILES: CCP(Br)[C@@]12CC[C@@H](C[C@@H]1O)C2
HOMO: -8.713 eV

---

# 4
Density functional theory data (the ωB97M-V functional and the def2-TZVPD basis) for a cluster of 2 separate species, C3H10O in total.

```
14
Properties=species:S:1:pos:R:3:forces:R:3
C 1.89816 -0.77299 -0.55947 -0.2 -0.2 0.6
C 0.89923 -1.58129 0.28341 -0.2 0.2 -0.3
H 1.42469 -0.00028 -1.15795 -0.1 -0.1 -0.3
H 2.60267 -0.26468 0.09777 0.1 0.0 0.0
H 2.46103 -1.45651 -1.18630 0.1 0.1 -0.3
H 0.39080 -2.34808 -0.30751 0.2 0.0 0.0
H 0.08875 -0.96129 0.68021 0.3 0.0 0.2
H 1.43745 -2.06748 1.09551 -0.2 -0.1 0.1
C -2.16778 1.52748 0.39286 -0.6 -0.2 -1.6
O -1.24982 1.39700 -0.71647 -0.1 0.2 0.6
H -2.46420 0.52107 0.70712 0.5 0.2 0.5
H -3.10514 1.95928 0.00401 0.3 0.1 0.1
H -1.78159 2.19606 1.14946 0.1 -0.2 0.5
H -0.43426 1.85171 -0.48266 -0.1 -0.1 -0.1
```
Forces are in eV/Å.

Computed properties:
calculated total energy: -5319.9464 eV
gap between HOMO and LUMO: 11.3 eV
largest force on an atom: 1.69 eV/A
energy relative to the best compared isomer or geometry (same formula, charge and spin): 15.37 kcal/mol
SMILES: CC.CO
HOMO: -10.381 eV

---

# 5
Density functional theory data (the ωB97M-V functional and the def2-TZVPD basis) for a cluster of 2 separate species, C5H9NO2 in total.

```
17
Properties=species:S:1:pos:R:3:forces:R:3
C -0.88867 2.08805 0.38359 -1.1 -0.2 0.9
N -1.47531 0.90814 -0.22215 -2.6 -1.7 0.2
C -0.63219 -0.19661 -0.43846 -0.3 -0.3 0.4
C -0.88674 -1.47338 -0.06062 -0.3 0.8 -1.7
O -2.17908 -1.78234 0.37809 1.9 1.4 -1.1
O -0.07144 -2.57286 -0.44962 -1.7 1.2 0.9
H 0.17667 2.05668 0.21736 0.2 0.6 -0.9
H -1.45041 2.99044 0.06933 0.9 -0.3 -0.1
H -0.90734 2.08127 1.48036 -0.4 -0.1 0.2
H -2.47125 0.56179 0.05982 2.6 1.4 -0.3
H 0.19814 0.09171 -1.06622 0.5 -0.5 0.2
H -2.07849 -2.59050 0.81877 -0.2 -2.1 1.2
H 0.73437 -2.14450 -0.74486 0.5 -0.1 0.0
C 3.23015 -0.40841 -0.48144 1.3 -0.4 0.2
C 2.58523 0.34334 0.20114 0.7 -0.7 -0.9
H 4.06313 -1.01760 -0.88381 -1.4 0.7 0.2
H 2.05324 1.06478 0.73872 -0.5 0.4 0.4
```
Forces are in eV/Å.

Computed properties:
calculated total energy: -10911.9163 eV
gap between HOMO and LUMO: 8.2 eV
largest force on an atom: 3.15 eV/A
energy relative to the best compared isomer or geometry (same formula, charge and spin): 107.45 kcal/mol
SMILES: CNC=C(O)O.C#C
HOMO: -7.371 eV

---

# 6
Density functional theory data (the ωB97M-V functional and the def2-TZVPD basis) for a structure of composition C18H25N3O2.

```
48
Properties=species:S:1:pos:R:3:forces:R:3
C 2.54129 4.66724 0.75430 7.1 -4.8 -4.6
C 2.41777 3.19184 0.45469 -4.1 -1.6 2.5
C 3.40859 2.50512 -0.15569 -14.0 -10.3 5.8
C 3.10835 1.03168 -0.35865 -2.9 -0.2 0.5
C 1.88763 0.26901 -0.11061 1.7 11.4 3.6
C 0.83016 1.14366 0.68668 4.5 1.2 -2.2
C 0.99211 2.45958 1.00418 6.5 0.0 -3.7
H 0.27894 3.19241 1.18028 -1.5 0.7 1.0
H -0.10176 0.81689 0.85727 -3.2 -1.7 0.6
C 1.73355 -1.08697 -0.21228 -1.4 -2.4 0.7
C 0.30474 -1.30337 0.30162 0.4 -3.8 -2.3
N 0.05101 -2.07553 1.27830 6.5 -1.9 3.9
O -1.17063 -2.54940 1.32249 -1.7 4.0 -1.2
C -1.68700 -1.70713 0.37821 -2.7 -3.9 -3.7
N -0.80464 -1.26535 -0.52841 -2.7 1.7 3.2
C -3.25704 -1.77246 0.27367 5.6 -2.3 -7.0
N -3.68387 -0.55908 0.34898 -5.3 10.3 3.0
C -3.50450 0.09622 1.69753 0.4 2.1 -3.0
H -4.00498 1.12156 1.70635 -0.2 -1.8 0.4
H -3.74517 -0.55151 2.48437 -0.3 -0.6 1.3
H -2.46917 0.45632 1.67407 0.5 -0.5 0.8
C -3.42146 0.58521 -0.62042 2.6 -5.7 -3.7
H -3.46507 0.07716 -1.66449 -0.4 0.7 1.4
C -4.20305 1.82383 -0.64867 -1.6 -6.6 -13.9
O -3.99137 2.61446 -2.29169 2.7 -1.9 4.7
H -2.96899 2.64790 -2.19947 -2.4 0.1 -0.7
H -3.86309 2.25820 0.00524 5.3 10.0 11.6
H -5.16234 1.68328 -0.77755 -4.9 -0.4 0.0
H -2.31176 0.71358 -0.59670 -0.5 0.8 0.3
H -3.62234 -2.42758 0.96283 -1.2 -2.0 1.7
H -3.42239 -1.98923 -0.90377 0.2 -0.8 2.6
C 1.76220 -1.40483 -1.83670 -2.8 -3.8 6.1
C 2.47668 -2.71686 -1.71699 -2.5 -5.0 -1.6
H 2.83651 -3.13101 -2.73697 -0.2 0.7 1.7
C 3.48097 -2.71261 -0.65008 -0.6 12.7 -2.8
H 3.91140 -3.41555 -0.27790 4.5 -9.2 3.5
H 4.39585 -2.08159 -1.21222 -1.8 -1.0 2.1
C 2.82601 -1.84259 0.73588 1.6 3.1 -11.5
H 2.36829 -2.49416 1.21689 -3.6 -5.5 5.2
H 3.40876 -1.08347 1.09050 1.7 1.2 1.5
H 1.79698 -3.59914 -1.30511 0.3 1.8 -1.3
H 0.67311 -1.28489 -1.94121 0.7 -0.6 -1.6
H 2.33455 -0.69593 -2.18311 2.8 3.7 -2.4
H 3.79226 0.33950 -0.75733 1.6 -0.1 -0.8
H 4.07831 2.93081 -0.49957 12.0 6.7 -5.8
H 1.79682 5.06085 1.15693 -6.4 3.5 3.5
H 3.46301 4.72094 1.31869 0.0 0.7 0.5
H 2.77558 5.02154 -0.24727 -0.2 1.1 0.1
```
Forces are in eV/Å.

Computed properties:
calculated total energy: -27619.2036 eV
gap between HOMO and LUMO: 8.5 eV
largest force on an atom: 18.33 eV/A
energy relative to the best compared isomer or geometry (same formula, charge and spin): 463.40 kcal/mol
HOMO: -8.042 eV

---

# 7
Density functional theory data (the ωB97M-V functional and the def2-TZVPD basis) for a structure of composition C6H18AgF2N7O11S2.

```
47
Properties=species:S:1:pos:R:3:forces:R:3
Ag -0.41945 -0.19745 -0.27659 -0.2 0.4 -0.3
C -0.89276 2.01244 -1.81729 0.2 0.2 -0.6
O 0.14302 1.25343 -2.02298 -0.1 -0.1 0.3
O -1.50853 1.80160 -0.71094 -0.2 0.0 0.2
O -1.24134 2.83073 -2.67271 0.0 0.0 0.3
N 1.06998 -1.88953 -0.22255 1.9 -1.5 1.8
S 1.78795 -2.55344 1.10893 -1.5 1.2 1.3
O 3.10510 -2.08974 1.42179 0.1 0.2 -0.4
O 1.48038 -3.92355 1.31779 0.3 -0.3 -0.2
F 0.88712 -1.80961 2.18239 0.2 0.0 -0.2
S 1.44480 -2.99511 -1.30172 -1.4 -0.9 -3.9
O 0.53594 -4.09624 -1.39169 0.0 0.2 0.4
O 2.83195 -3.29541 -1.45982 0.1 0.5 0.5
F 1.03711 -2.13599 -2.58392 0.4 0.0 0.6
C -4.08859 -0.31812 1.82441 -0.3 0.9 0.1
C -2.70660 -0.05570 2.38302 0.0 -0.4 0.3
O -1.73233 -0.85601 1.70319 -0.4 0.2 0.4
H -4.29589 -1.38688 1.80649 -0.1 0.0 -0.2
H -4.18228 0.15809 0.84879 0.1 -0.5 -0.3
H -4.86129 0.17038 2.42989 0.1 -0.2 0.2
H -2.67840 -0.31135 3.44995 0.0 0.1 0.0
H -2.42026 0.98892 2.29356 0.1 0.0 -0.2
H -2.07968 -1.75219 1.76288 0.3 -0.2 -0.3
C 1.78346 1.32419 2.10057 0.7 1.0 -0.2
O 0.89468 0.94800 1.36204 0.2 -0.2 0.3
N 1.77860 2.62477 2.57079 0.1 -0.7 0.1
N 2.91733 0.62000 2.40550 -0.8 0.2 -0.1
H 2.34838 2.89272 3.35009 -0.1 0.3 -0.1
H 1.06642 3.21551 2.18779 -0.1 0.1 0.2
H 2.99835 -0.33127 2.06596 0.2 -0.1 0.2
H 3.62024 1.05317 2.97264 0.1 -0.2 -0.1
C 3.90211 1.60762 -2.07413 -0.1 0.5 0.1
O 3.59372 1.77646 -3.23999 0.1 0.0 0.3
N 5.22590 1.70185 -1.65561 -0.8 -0.3 0.0
N 3.01670 1.45749 -1.03884 -0.3 -0.3 0.4
H 5.89287 1.97429 -2.34765 0.2 -0.2 0.1
H 5.45436 1.46519 -0.71048 0.4 0.1 -0.1
H 3.28896 1.04004 -0.16372 0.3 0.1 -0.1
H 2.01588 1.38229 -1.18987 0.2 0.0 -0.7
C -3.44700 -0.67976 -1.87971 -0.5 1.0 -0.6
O -2.30843 -0.97567 -1.56735 -0.1 -0.8 0.1
N -4.30759 -1.58517 -2.44336 0.0 -0.4 0.2
N -3.92471 0.59300 -1.70757 0.5 -0.5 0.4
H -3.91922 -2.49005 -2.63852 0.0 0.0 -0.1
H -5.15887 -1.32952 -2.90441 0.0 0.2 0.0
H -4.76320 0.93991 -2.12922 0.0 -0.1 -0.1
H -3.18494 1.22569 -1.39781 -0.2 0.3 0.0
```
Forces are in eV/Å.

Computed properties:
calculated total energy: -70576.0203 eV
gap between HOMO and LUMO (alpha / beta): 8.4 / 7.5 eV
largest force on an atom: 4.21 eV/A
energy relative to the best compared isomer or geometry (same formula, charge and spin): 0.00 kcal/mol
charge: -1
HOMO (alpha / beta): -5.926 / -6.009 eV
expectation value of S²: 0.760
2S+1: 2

---

# 8
Density functional theory data (the ωB97M-V functional and the def2-TZVPD basis) for a structure of composition C5H8O2.

```
15
Properties=species:S:1:pos:R:3:forces:R:3
O -2.24289 0.28804 1.25663 0.2 0.5 0.1
C -1.74298 1.38491 1.34810 -0.2 -0.3 0.0
C 0.29801 -0.91441 -0.18356 0.0 -0.1 0.0
C 1.37600 -1.43504 -0.79331 -0.1 -0.1 0.0
C 2.35296 -0.33266 -0.41147 0.2 0.1 0.0
C 1.09033 0.26262 0.26527 -0.1 0.4 0.2
O 0.87629 1.28229 0.87224 0.1 -0.5 -0.3
H -2.83039 -0.16651 -1.01209 0.0 0.0 -0.1
H -1.37719 1.78236 2.31090 0.0 -0.1 -0.1
H -1.64263 2.06090 0.47977 0.0 -0.1 0.1
H -0.73763 -1.20939 -0.06365 0.2 0.0 0.0
H 1.51990 -2.34011 -1.37475 0.0 0.1 0.1
H -2.86205 -0.31474 -1.74242 0.0 0.0 0.0
H 2.76644 0.26669 -1.22938 -0.1 -0.1 0.1
H 3.15583 -0.61495 0.27770 -0.1 0.0 -0.1
```
Forces are in eV/Å.

Computed properties:
calculated total energy: -9406.3088 eV
gap between HOMO and LUMO: 10.4 eV
largest force on an atom: 0.57 eV/A
energy relative to the best compared isomer or geometry (same formula, charge and spin): 81.25 kcal/mol
HOMO: -9.921 eV

---

- Among the records above, which one has the highest energy relative to the best compared isomer or geometry (same formula, charge and spin)?
  C18H25N3O2

---

- What is the largest force on an atom in the fourth record?
  1.69 eV/A

---

- largest force on an atom of number 2 (C9H18BBr2F7NO5P2S2)?
  1.41 eV/A

---

- Which of these has the lowest largest force on an atom?
  C5H8O2